The following is a quantum chemistry calculation of 13 unconnected molecules or ions with the total composition C26H78O13 at a distorted geometry, from the Open Molecules 2025 dataset.

ΔE to the lowest compared entry with this formula, charge and spin: 61.7 kcal/mol
orbital gap (spin up / spin down): 9.840 / 2.708 eV
E_tot: -2014.9869 hartree
HOMO level (spin up / spin down): -11.787 / -11.787 eV

The geometry in ORCA input format:
```
! RIJCOSX wB97M-V def2-TZVPD def2/J DEFGRID3
* xyz 1 2
C 21.919 -4.350 22.369
C 20.501 -4.058 22.869
O 20.077 -5.181 23.612
H 22.295 -3.475 21.839
H 22.002 -5.301 21.843
H 22.492 -4.493 23.286
H 19.877 -3.979 21.979
H 20.465 -3.171 23.502
H 19.483 -5.667 23.035
C 24.530 0.414 22.534
C 23.471 -0.669 22.225
O 22.727 -0.930 23.364
H 25.060 0.808 21.667
H 25.293 0.142 23.264
H 24.026 1.291 22.941
H 24.002 -1.589 21.978
H 22.884 -0.288 21.390
H 23.269 -1.435 23.974
C 23.521 -2.789 17.344
C 23.627 -3.369 18.814
O 25.011 -3.197 19.182
H 23.962 -1.797 17.244
H 22.475 -2.726 17.043
H 24.002 -3.501 16.673
H 23.322 -4.415 18.798
H 23.030 -2.720 19.456
H 25.048 -3.866 19.869
C 26.726 -3.077 22.062
C 26.682 -4.536 21.605
O 25.305 -4.825 21.473
H 26.164 -2.943 22.986
H 26.242 -2.446 21.316
H 27.728 -2.686 22.242
H 27.198 -5.113 22.372
H 27.195 -4.710 20.660
H 25.027 -4.924 22.386
C 19.313 -0.807 21.776
C 18.428 0.281 22.347
O 17.498 0.701 21.438
H 18.832 -1.770 21.607
H 20.157 -0.967 22.448
H 19.777 -0.350 20.902
H 19.011 1.119 22.729
H 17.837 -0.199 23.128
H 16.694 0.855 21.939
C 20.873 -8.214 22.335
C 19.435 -8.446 22.081
O 18.728 -7.260 22.124
H 21.315 -7.413 21.743
H 21.469 -9.081 22.048
H 21.020 -7.975 23.389
H 19.052 -9.237 22.726
H 19.326 -8.881 21.088
H 17.798 -7.434 21.957
C 25.373 -8.171 20.724
C 23.949 -7.766 20.198
O 24.011 -7.954 18.797
H 25.410 -8.242 21.811
H 26.220 -7.594 20.352
H 25.581 -9.225 20.539
H 23.869 -6.729 20.525
H 23.220 -8.448 20.636
H 23.126 -7.693 18.533
C 24.823 -1.589 26.515
C 23.563 -2.506 26.530
O 23.452 -3.175 25.298
H 24.890 -0.951 25.634
H 25.639 -2.301 26.391
H 24.876 -1.095 27.485
H 22.721 -1.861 26.781
H 23.605 -3.298 27.277
H 22.698 -3.765 25.375
C 19.977 -5.495 18.766
C 19.473 -6.907 18.647
O 20.576 -7.816 18.388
H 19.216 -4.729 18.915
H 20.639 -5.098 17.996
H 20.601 -5.409 19.655
H 18.851 -6.876 17.752
H 18.784 -7.239 19.423
H 20.303 -8.625 17.950
C 25.561 -7.445 24.508
C 25.456 -6.216 25.410
O 25.371 -5.078 24.626
H 24.583 -7.582 24.046
H 25.981 -8.312 25.016
H 26.265 -7.333 23.683
H 26.395 -6.239 25.963
H 24.713 -6.202 26.208
H 24.903 -4.324 24.993
C 16.396 -6.539 24.462
C 15.134 -7.401 24.248
O 13.998 -6.752 24.815
H 17.244 -7.184 24.234
H 16.372 -6.239 25.510
H 16.407 -5.697 23.769
H 15.115 -8.383 24.722
H 14.910 -7.477 23.184
H 13.318 -7.411 24.974
C 21.111 -4.788 28.276
C 20.567 -5.331 26.904
O 21.448 -5.174 25.883
H 20.360 -4.986 29.041
H 21.401 -3.738 28.247
H 21.979 -5.396 28.532
H 19.653 -4.820 26.601
H 20.409 -6.409 26.922
H 20.908 -5.392 25.120
C 19.279 -1.878 26.185
C 19.746 -0.377 26.230
O 19.819 -0.144 27.581
H 19.966 -2.565 26.679
H 19.496 -2.183 25.162
H 18.227 -2.085 26.382
H 19.058 0.247 25.659
H 20.735 -0.338 25.773
H 20.265 0.690 27.746
*
```